Formula: C44H129N22NiO24
Source: OMol25
Level of theory: ωB97M-V with the def2-TZVPD basis set

The HOMO-LUMO gap is 8.8 eV. Its multiplicity is 3. Its HOMO energy is -10.07 eV. The charge is +1.

Element x y z (Å)
Ni -2.78 0.46 1.17
O -1.57 -1.04 0.18
H -1.20 -1.63 0.84
C 1.70 0.77 -1.30
O 2.34 0.35 -0.36
N 0.37 0.35 -1.43
N 2.17 1.53 -2.35
H -0.21 0.98 -1.99
H 0.04 -0.15 -0.61
H 3.10 1.38 -2.59
H 1.52 1.48 -3.15
C -0.44 -5.25 -2.84
O -1.42 -5.82 -3.31
N 0.84 -5.69 -3.22
N -0.38 -4.24 -1.93
H 1.53 -4.95 -3.12
H 0.83 -6.21 -4.07
H -1.23 -3.78 -1.68
H 0.49 -3.84 -1.62
C 1.13 -0.76 -4.81
O 0.29 0.15 -4.69
N 0.64 -2.01 -4.65
N 2.46 -0.66 -5.02
H -0.35 -2.13 -4.59
H 1.27 -2.84 -4.76
H 2.83 0.26 -5.23
H 3.04 -1.51 -5.00
C -0.41 0.64 3.07
O -1.61 0.44 2.78
N 0.54 0.85 2.14
N -0.03 0.46 4.37
H 0.38 0.58 1.16
H 1.53 1.00 2.41
H 0.98 0.67 4.49
H -0.64 0.90 5.03
C -3.55 -2.78 -4.72
O -2.69 -2.08 -4.13
N -3.91 -4.06 -4.30
N -4.29 -2.29 -5.74
H -3.17 -4.40 -3.65
H -4.13 -4.67 -5.06
H -4.88 -2.94 -6.26
H -3.85 -1.49 -6.19
C -4.20 2.08 3.23
O -3.91 1.81 2.07
N -4.42 3.37 3.64
N -4.42 1.11 4.15
H -4.05 3.61 4.51
H -4.02 3.99 2.96
H -4.26 0.19 3.82
H -4.94 1.18 5.04
C -1.92 3.24 -0.23
O -1.53 2.21 0.44
N -1.58 4.41 0.30
N -2.51 3.18 -1.45
H -2.17 5.22 0.13
H -1.43 4.46 1.44
H -2.67 2.34 -1.99
H -2.72 3.93 -2.03
C -3.31 -1.98 2.51
O -3.94 -1.01 2.09
N -2.60 -1.84 3.68
N -3.43 -3.22 1.97
H -2.39 -0.90 3.90
H -1.92 -2.49 4.03
H -2.76 -3.90 2.35
H -3.71 -3.17 1.00
O -3.96 0.17 -0.47
H -4.95 0.23 -0.31
H -3.72 -0.70 -0.85
O -2.29 1.25 -3.76
H -2.89 0.50 -3.50
H -1.61 0.70 -4.25
O -3.41 -2.40 -1.11
H -2.51 -2.16 -0.78
H -3.33 -2.40 -2.08
C -1.30 3.83 4.24
O -1.90 4.98 3.59
C -1.41 6.29 4.11
C -2.47 7.27 3.66
N -2.22 8.46 4.44
C -2.96 9.61 4.09
C -2.21 10.55 3.12
O -1.71 9.93 1.90
C -2.61 9.92 0.82
H -0.17 3.96 4.21
H -1.49 2.95 3.66
H -1.66 3.74 5.29
H -0.48 6.53 3.57
H -1.17 6.36 5.17
H -3.47 6.86 3.85
H -2.40 7.49 2.60
H -2.35 8.25 5.42
H -2.94 10.15 5.02
H -3.99 9.42 3.89
H -1.35 10.88 3.68
H -2.77 11.42 2.85
H -2.17 9.29 0.06
H -2.77 10.85 0.36
H -3.60 9.49 1.16
C 2.62 -0.90 5.51
O 2.85 0.36 4.84
C 4.03 0.37 4.06
C 4.17 1.73 3.47
N 4.09 1.59 2.01
C 4.46 2.71 1.14
C 4.05 3.99 1.84
O 2.63 3.93 2.20
C 1.90 4.64 1.22
H 1.62 -0.86 5.84
H 3.31 -0.94 6.32
H 2.65 -1.77 4.90
H 4.11 -0.46 3.34
H 4.96 0.21 4.69
H 5.11 2.18 3.69
H 3.40 2.34 3.96
H 3.17 1.20 1.63
H 3.92 2.65 0.17
H 5.54 2.73 0.88
H 4.31 4.90 1.26
H 4.54 4.10 2.81
H 2.19 4.50 0.18
H 2.06 5.71 1.36
H 0.85 4.44 1.38
C -8.14 -0.77 3.48
O -7.79 0.52 3.10
C -6.97 0.58 1.97
C -7.65 0.41 0.62
N -6.73 0.72 -0.45
C -7.25 0.24 -1.75
C -6.44 0.94 -2.89
O -6.43 2.40 -2.68
C -5.78 3.12 -3.72
H -7.49 -1.50 3.07
H -9.21 -0.94 3.29
H -8.07 -0.93 4.54
H -6.15 -0.16 2.02
H -6.57 1.58 1.85
H -8.55 1.09 0.56
H -7.93 -0.62 0.49
H -6.65 1.74 -0.53
H -8.29 0.57 -1.85
H -7.26 -0.85 -1.85
H -7.00 0.69 -3.80
H -5.37 0.62 -2.96
H -6.36 3.13 -4.64
H -4.74 2.74 -3.80
H -5.74 4.17 -3.42
C 2.58 -2.29 1.50
O 2.71 -3.03 2.69
C 2.81 -4.43 2.49
C 1.47 -5.03 2.52
N 0.84 -4.84 3.81
C -0.48 -5.42 3.77
C -1.17 -5.26 5.06
O -1.10 -3.94 5.52
C -1.97 -3.70 6.61
H 3.51 -2.39 0.90
H 2.48 -1.28 1.86
H 1.72 -2.53 0.85
H 3.52 -4.82 3.24
H 3.25 -4.56 1.51
H 1.57 -6.06 2.24
H 0.83 -4.64 1.64
H 0.90 -3.87 4.18
H -0.45 -6.43 3.52
H -1.08 -5.09 2.90
H -0.73 -5.92 5.89
H -2.24 -5.52 5.08
H -3.00 -3.54 6.31
H -1.49 -2.88 7.12
H -1.99 -4.53 7.29
C 0.15 -4.60 -6.88
O 1.45 -4.67 -6.44
C 2.30 -4.15 -7.44
C 3.82 -4.34 -7.11
N 4.22 -3.61 -5.88
C 4.18 -4.44 -4.71
C 4.28 -3.60 -3.41
O 2.95 -3.12 -3.19
C 2.79 -2.23 -2.07
H -0.65 -4.57 -6.11
H -0.14 -5.45 -7.54
H 0.07 -3.66 -7.43
H 2.10 -3.06 -7.52
H 2.14 -4.56 -8.44
H 4.38 -3.86 -7.88
H 4.10 -5.35 -7.11
H 5.05 -3.06 -6.00
H 4.88 -5.25 -4.78
H 3.20 -4.88 -4.73
H 5.02 -2.81 -3.57
H 4.66 -4.13 -2.49
H 3.70 -1.64 -1.95
H 2.63 -2.68 -1.09
H 2.08 -1.53 -2.41
C 6.49 -2.43 1.46
O 6.31 -1.67 0.26
C 6.47 -0.26 0.43
C 6.38 0.39 -0.99
N 7.29 -0.17 -1.98
C 7.20 0.43 -3.28
C 7.99 -0.44 -4.24
O 7.27 -1.74 -4.50
C 8.22 -2.73 -5.02
H 6.11 -3.44 1.13
H 5.91 -1.99 2.32
H 7.53 -2.39 1.72
H 7.49 -0.01 0.75
H 5.73 0.13 1.14
H 6.74 1.44 -0.77
H 5.36 0.42 -1.41
H 7.13 -1.18 -2.11
H 7.68 1.36 -3.17
H 6.16 0.67 -3.64
H 8.94 -0.69 -3.75
H 8.25 0.10 -5.22
H 7.70 -3.70 -5.06
H 8.99 -2.84 -4.33
H 8.63 -2.49 -5.97